# 1
Below is C5H14ClEuHgO as an isolated structure at a distorted geometry, with properties calculated with ωB97M-V/def2-TZVPD.

```
23
Properties=species:S:1:pos:R:3:forces:R:3:mulliken_spin:R:1
Eu 0.67614 0.11987 -2.16370 -0.62 0.41 1.23 6.163
Cl 1.51547 -1.81261 -0.70470 0.37 -0.41 0.06 -0.014
C 2.82268 1.48703 -2.40490 -0.65 -0.48 -0.43 -0.010
C -0.73769 -1.29036 -3.72885 0.74 0.60 0.05 -0.005
H 2.45948 1.68392 -3.40650 0.34 0.31 -0.30 -0.003
H 2.53277 2.12778 -1.59569 0.06 0.40 0.27 -0.004
H 3.29113 0.53876 -2.19183 0.46 -0.07 -0.01 -0.005
H -0.45210 -0.56288 -4.48370 -0.25 -0.20 -0.46 -0.003
H -1.60900 -1.12009 -3.12249 -0.40 -0.05 0.00 -0.004
H -0.03767 -2.06849 -3.44663 -0.11 -0.26 -0.23 -0.007
Hg -0.23426 0.18103 0.84684 -0.49 -0.10 1.53 -0.010
C -1.71938 -1.00863 1.77570 -1.60 -1.08 0.47 -0.005
C -0.87892 1.38125 -0.65668 1.89 0.92 -2.77 -0.092
H -2.66519 -0.62053 1.35873 -0.08 -0.40 0.11 0.000
H -1.59603 -2.05926 1.51439 -0.29 -0.30 0.00 0.000
H -1.75078 -0.91635 2.87068 0.08 0.03 -0.36 0.001
H -1.85883 1.21961 -1.08594 -0.46 0.05 0.50 -0.002
H -0.49032 2.40871 -0.67215 -0.49 0.02 -0.05 0.002
C 0.08583 0.05261 4.31467 1.84 0.40 -1.27 0.000
O 0.45252 0.13814 2.97795 0.42 0.39 0.42 -0.001
H -0.84910 0.60927 4.64626 0.63 -0.36 -0.27 0.000
H 1.03846 0.53851 4.71745 -1.32 -0.53 1.31 0.000
H 0.00478 -1.02728 4.64109 -0.08 0.71 0.20 0.000
```
Positions in Å, forces in eV/Å.

The gap between HOMO and LUMO (spin up / spin down) is 4.678 / 4.679 eV. The spin multiplicity is 7. The net charge is -2.


# 2
Below is a 2-piece molecular cluster, C5H14IN2 overall at a distorted geometry, with properties calculated with ωB97M-V/def2-TZVPD.

```
22
Properties=species:S:1:pos:R:3:forces:R:3:mulliken_charge:R:1
C -1.69939 -1.75569 -0.95148 0.14 -2.39 2.62 -1.244
C -0.69239 1.28822 -1.17057 -0.87 -0.05 4.22 -2.125
C -0.48691 -1.13186 -0.22776 -0.33 0.72 0.61 -0.153
C -0.78176 0.37639 0.11215 1.43 -0.39 -1.65 0.222
C 0.23084 0.82174 1.17487 -1.47 -0.23 -2.65 0.350
N 0.00958 0.47663 2.37250 -2.19 -3.15 4.81 -0.359
N 1.22566 1.52461 0.80002 2.89 1.83 -3.58 -0.319
I 4.18709 -0.15313 -0.43236 0.12 -0.33 -0.20 -0.106
H -2.44821 -2.16071 -0.16646 0.93 0.88 -1.47 0.290
H -2.17281 -1.24553 -1.73688 -0.67 1.65 -0.52 0.367
H -1.36417 -2.61960 -1.50802 0.26 -0.64 0.22 0.384
H -0.60194 2.28156 -0.81488 0.57 1.22 0.19 0.563
H -1.51263 1.38045 -1.77751 -2.39 -0.69 -1.27 0.409
H 0.08850 0.99464 -1.72955 2.94 -0.83 -2.10 0.587
H 0.40206 -1.21611 -0.85942 0.01 0.27 0.06 0.272
H -0.19289 -1.61166 0.75762 -0.71 -0.10 -1.28 0.279
H -1.75669 0.44495 0.53026 -0.82 0.07 0.59 0.437
H -0.69009 -0.31057 2.56714 1.05 1.91 -0.73 0.290
H 0.51843 0.65678 3.24412 0.32 0.35 -1.02 0.246
H 1.44858 1.60755 -0.24564 -0.95 -0.12 2.13 0.237
H 2.00324 1.89962 1.31642 -0.20 -0.30 0.85 0.231
H 4.28593 -1.54828 -1.25457 -0.07 0.30 0.17 0.144
```
Positions in Å, forces in eV/Å.

The gap between HOMO and LUMO is 10.221 eV. As for the energy above the lowest of the compared OMol25 structures with the same formula, charge and spin: 0.0 kcal/mol. The net charge is +1.


# 3
Below is a 3-piece molecular cluster, C5H14N overall at a distorted geometry, with properties calculated with ωB97M-V/def2-TZVPD.

```
20
Properties=species:S:1:pos:R:3:forces:R:3:mulliken_charge:R:1
C -0.09643 2.59078 -1.18565 0.03 0.46 -0.13 -0.457
C -1.13088 1.78242 -0.37107 0.47 -0.87 -1.71 -0.481
C -1.00703 -0.02902 0.09532 2.56 0.82 -3.68 -0.591
C 0.39955 -0.19642 -0.55964 -3.35 -2.44 4.43 0.021
C 1.50742 0.18042 0.38548 1.78 -0.88 -2.69 -0.948
N 0.31866 2.10849 -2.48713 0.78 -4.92 0.74 -0.548
H -0.72503 3.45675 -1.54848 0.96 0.21 1.64 0.346
H 0.76585 2.63819 -0.49852 -0.38 1.50 -0.24 0.298
H -2.03763 1.65639 -0.96120 -0.22 0.27 0.55 0.363
H -1.13355 2.30256 0.57477 -0.72 -0.23 0.31 0.364
H -1.87747 -0.51972 -0.39014 0.90 0.31 0.24 0.366
H -1.10495 0.01153 1.18056 0.60 0.22 -0.20 0.309
H 0.57279 1.11477 -2.11430 -0.83 0.36 -1.46 0.155
H 0.68119 -1.17583 -1.19591 -1.20 3.03 0.11 0.434
H 2.00533 1.15388 0.42278 -0.63 0.26 -0.23 0.363
H 1.35182 -0.16074 1.38987 -0.53 -0.09 0.52 0.370
H 2.28143 -0.43850 -0.11317 0.38 0.31 1.06 0.302
H -1.90857 -9.03873 4.25497 1.35 -0.46 1.33 -0.009
H -0.13261 -9.64599 6.00841 -1.35 0.46 -1.33 0.009
H 1.27011 2.20879 -2.88694 -0.59 1.69 0.73 0.333
```
Positions in Å, forces in eV/Å.

The gap between HOMO and LUMO is 3.932 eV. As for the energy above the lowest of the compared OMol25 structures with the same formula, charge and spin: 308.7 kcal/mol. The net charge is +1.


# 4
Below is an isolated ion of composition C5H14N and charge +1 at a distorted geometry, with properties calculated with ωB97M-V/def2-TZVPD.

```
20
Properties=species:S:1:pos:R:3:forces:R:3:mulliken_charge:R:1
C -2.39307 0.43838 -1.69521 -1.27 1.19 1.07 -1.178
C -0.98462 -0.01455 -1.52496 1.43 -1.86 -1.92 -0.537
C -0.49026 -0.55165 -0.18691 -0.90 1.03 0.46 -0.679
C 1.04104 -0.52630 -0.05515 -0.77 -0.64 0.64 -0.582
C 1.57824 0.47939 0.94426 0.82 0.89 -0.75 -0.804
N 1.54881 0.05572 2.38616 -0.68 -0.68 -0.90 -0.245
H -3.03044 -0.29340 -2.17980 -0.06 0.06 -0.08 0.296
H -2.48232 1.41095 -2.18096 0.21 -0.28 -0.61 0.310
H -2.86816 0.71022 -0.73886 0.11 -0.52 0.07 0.345
H -0.26221 0.62872 -2.03670 -0.02 0.69 0.77 0.406
H -0.84175 -0.87781 -2.21198 -0.23 0.16 0.23 0.320
H -0.89532 -1.54687 0.00413 0.18 -0.12 -0.31 0.396
H -1.00217 0.03334 0.59777 0.46 0.20 0.10 0.395
H 1.54116 -0.28655 -0.98882 -0.15 -0.10 -0.22 0.398
H 1.27732 -1.56750 0.18682 0.82 0.22 0.16 0.320
H 1.08572 1.44876 0.86792 -0.41 -0.18 0.12 0.412
H 2.61843 0.72242 0.71267 0.06 -0.30 0.26 0.384
H 0.61965 -0.27810 2.62386 -0.51 0.37 0.25 0.336
H 2.10233 -0.78786 2.46658 0.74 -0.04 0.39 0.365
H 1.83763 0.80269 3.00920 0.17 -0.08 0.28 0.345
```
Positions in Å, forces in eV/Å.

The gap between HOMO and LUMO is 10.364 eV. The SMILES is CCCCC[NH3+]. As for the energy above the lowest of the compared OMol25 structures with the same formula, charge and spin: 18.4 kcal/mol. The net charge is +1.


# 5
Below is an isolated ion of composition C5H14N2 and charge -1 at a distorted geometry, with properties calculated with ωB97M-V/def2-TZVPD.

```
21
Properties=species:S:1:pos:R:3:forces:R:3:mulliken_spin:R:1
C -0.89789 -0.81265 1.59373 0.82 -1.85 -0.97 0.571
C -0.66811 0.68509 1.40818 1.39 0.18 0.41 -0.180
C -0.22153 1.27012 -0.05440 -0.82 -2.50 2.09 0.141
C 0.06811 0.09828 -1.05641 -0.65 0.45 0.25 0.883
C 1.51877 -0.29681 -0.99924 1.40 0.80 -1.96 0.901
N 2.29688 0.50838 -1.98657 0.98 0.21 0.25 -0.276
N -2.25199 -1.26927 1.25368 0.01 1.62 0.17 0.119
H -0.12794 -1.35926 0.97490 -0.49 0.51 0.31 0.685
H -0.63210 -1.20637 2.58075 -0.27 0.68 0.24 -0.276
H 0.22099 0.88273 2.05227 -0.52 0.02 -0.16 -0.129
H -1.50040 1.20994 1.89491 0.08 0.18 -0.48 -0.031
H 0.75812 1.70235 0.10452 -0.07 0.67 -0.03 0.120
H -0.98346 2.01433 -0.27656 0.17 -0.08 -0.75 -0.427
H -0.48308 -0.86137 -0.88350 -0.28 1.16 -0.36 -0.196
H -0.10333 0.54653 -2.03955 -0.33 -0.77 -0.12 0.075
H 1.94018 -0.13665 -0.01503 -0.03 -0.02 0.42 0.693
H 1.77233 -1.33557 -1.28091 -0.71 0.13 0.34 -0.755
H 3.00163 0.01288 -2.50450 -0.05 -0.29 0.11 -0.310
H 1.98817 1.30344 -2.53221 -0.68 -0.45 0.63 -0.025
H -2.43504 -2.26131 1.30393 0.49 -0.10 -0.22 -0.373
H -2.42773 -0.88985 0.33023 -0.44 -0.55 -0.16 -0.213
```
Positions in Å, forces in eV/Å.

The gap between HOMO and LUMO (spin up / spin down) is 2.766 / 9.296 eV. The spin multiplicity is 2. As for the energy above the lowest of the compared OMol25 structures with the same formula, charge and spin: 33.9 kcal/mol. The net charge is -1.


# 6
Below is an isolated ion of composition C5H14N2 and charge -1 at a distorted geometry, with properties calculated with ωB97M-V/def2-TZVPD.

```
21
Properties=species:S:1:pos:R:3:forces:R:3:mulliken_spin:R:1
C -1.07236 -2.10232 -1.09067 -0.45 -0.55 0.19 1.512
N -0.71210 -0.71511 -1.08633 -0.13 0.57 -0.29 -0.479
C 1.52925 0.09331 -1.72787 -1.33 0.88 -1.36 0.013
C 0.58099 -0.32025 -0.58904 1.33 0.44 0.20 0.850
C 0.53867 0.84932 0.45451 0.32 -2.23 0.83 0.164
N -0.72471 0.96510 1.15097 -0.46 0.47 -1.10 -0.968
C -0.63665 1.61262 2.42824 0.16 0.05 0.34 2.305
H -1.97421 -2.24491 -1.69338 -0.16 0.08 0.27 -0.183
H -0.35213 -2.73735 -1.56924 0.84 -0.08 -0.44 -0.146
H -1.20330 -2.56712 -0.10193 -0.19 0.20 0.09 -0.427
H -1.42448 -0.16497 -0.63078 -0.10 0.04 -0.13 -0.125
H 2.58091 0.28039 -1.53280 0.10 -0.22 0.53 -0.170
H 1.10347 1.03002 -2.12390 0.28 0.07 0.12 0.006
H 1.42191 -0.54588 -2.61116 0.22 -0.48 0.36 0.037
H 1.12650 -1.13014 -0.08623 -0.68 -0.35 0.07 -0.126
H 0.91156 1.77382 0.05027 -0.14 0.53 -0.17 0.043
H 1.26756 0.44587 1.18401 0.34 0.80 0.04 -0.144
H -1.14945 0.04926 1.23347 0.09 -0.07 0.36 0.120
H 0.16390 1.17668 3.04001 -0.12 -0.11 0.35 -0.336
H -1.59733 1.58284 2.94483 0.06 -0.24 0.09 -0.687
H -0.37799 2.66882 2.35701 0.04 0.18 -0.36 -0.256
```
Positions in Å, forces in eV/Å.

The gap between HOMO and LUMO (spin up / spin down) is 2.533 / 8.867 eV. The spin multiplicity is 2. As for the energy above the lowest of the compared OMol25 structures with the same formula, charge and spin: 28.5 kcal/mol. The net charge is -1.


# 7
Below is an isolated molecule of C5H14N2 at a distorted geometry, with properties calculated with ωB97M-V/def2-TZVPD.

```
21
Properties=species:S:1:pos:R:3:forces:R:3:mulliken_charge:R:1
C 1.44018 0.42868 0.60555 1.10 2.47 -0.14 -1.188
C -0.04274 0.15668 0.38793 0.00 -0.31 6.45 0.220
C -0.76621 1.46411 0.14540 -2.41 1.28 -2.73 -0.863
N -1.01829 2.61552 1.18869 0.25 -3.00 0.43 -0.613
N -0.47088 -0.98393 -0.31291 0.54 0.67 -4.31 0.009
C -0.02651 -0.82215 -1.76706 -1.26 -2.86 1.64 -1.185
C -0.14077 -2.32573 0.03030 2.11 -0.92 -0.39 -0.960
H 2.10321 -0.11400 -0.06638 0.46 -0.93 1.12 0.368
H 1.67774 1.40764 0.21301 -0.29 0.78 -0.98 0.384
H 1.69993 0.83118 1.65813 0.06 -2.23 -1.14 0.324
H -0.24759 -0.05724 1.48044 -0.75 -0.30 -0.73 0.220
H -1.71021 1.25708 -0.55708 1.58 0.50 2.00 0.277
H -0.07646 1.90401 -0.54452 0.11 0.98 -0.69 0.302
H -2.04911 2.66830 1.38597 1.49 -0.37 -0.03 0.280
H -0.52170 2.27156 2.06993 -1.21 0.83 -1.28 0.275
H 0.17279 0.18024 -1.96263 -0.24 1.69 -0.87 0.459
H 0.89199 -1.39625 -1.95731 0.02 0.14 0.08 0.367
H -0.85427 -1.35114 -2.28077 0.63 0.94 -0.61 0.312
H -0.71124 -2.56434 0.88285 -0.61 -0.92 1.07 0.387
H -0.32386 -3.02717 -0.84787 -0.37 0.97 1.20 0.323
H 0.97400 -2.54306 0.24833 -1.22 0.59 -0.09 0.300
```
Positions in Å, forces in eV/Å.

The gap between HOMO and LUMO is 9.521 eV. The SMILES is C[C@@H](CN)N(C)C. As for the energy above the lowest of the compared OMol25 structures with the same formula, charge and spin: 81.0 kcal/mol. The net charge is 0.


# 8
Below is an isolated molecule of C5H14N2 at a distorted geometry, with properties calculated with ωB97M-V/def2-TZVPD.

```
21
Properties=species:S:1:pos:R:3:forces:R:3:mulliken_charge:R:1
C 1.69104 1.26961 0.30735 -1.54 0.67 2.69 -0.927
C 0.13118 1.29046 0.61135 0.78 -2.42 1.07 -1.019
C -0.26920 -0.26082 0.70625 1.07 -1.57 -1.87 0.143
C -0.32208 -0.98104 2.11595 -1.06 1.87 -2.44 -1.239
N -1.28817 -0.85756 -0.24700 2.46 1.45 1.21 -0.269
C -0.82615 -0.90631 -1.59634 -3.48 -1.48 -2.38 -0.755
N -0.33753 0.15631 -2.50327 0.03 -0.60 0.27 -0.633
H 2.03895 0.57153 1.12022 0.31 0.41 -1.26 0.257
H 2.15922 2.26213 0.57205 -0.34 -0.98 -1.02 0.333
H 1.76246 0.87358 -0.70715 0.83 0.25 0.27 0.333
H -0.40251 1.82379 -0.13019 -0.78 0.47 -0.68 0.450
H -0.12606 1.63979 1.59920 0.22 0.91 0.24 0.430
H 0.61849 -0.69595 0.25359 0.26 -0.27 -0.07 0.201
H -1.39099 -0.88828 2.27385 -0.17 -0.66 1.02 0.367
H 0.20607 -0.31125 2.76044 0.46 -0.14 0.95 0.362
H 0.05697 -2.00484 2.03423 -0.25 0.41 0.25 0.303
H -2.17134 -0.42905 -0.16904 -1.17 0.66 0.04 0.295
H -1.74729 -1.18830 -2.17293 0.39 -0.34 0.66 0.360
H -0.19130 -1.73505 -1.78733 0.91 -1.06 0.80 0.470
H 0.26636 -0.44126 -3.11170 -0.11 1.77 0.56 0.312
H 0.14189 0.81250 -1.92952 1.16 0.64 -0.29 0.225
```
Positions in Å, forces in eV/Å.

The gap between HOMO and LUMO is 9.921 eV. The SMILES is CC[C@@H](C)NCN. As for the energy above the lowest of the compared OMol25 structures with the same formula, charge and spin: 57.1 kcal/mol. The net charge is 0.